{"formula": "C34H79AlB2N5O18", "method": "ωB97M-V with the def2-TZVPD basis set", "elements": ["Al", "B", "H", "H", "H", "H", "O", "C", "O", "B", "O", "C", "O", "O", "C", "O", "C", "O", "O", "C", "O", "C", "C", "N", "C", "C", "O", "C", "H", "H", "H", "H", "H", "H", "H", "H", "H", "H", "H", "H", "H", "H", "H", "C", "O", "C", "C", "N", "C", "C", "O", "C", "H", "H", "H", "H", "H", "H", "H", "H", "H", "H", "H", "H", "H", "H", "H", "C", "O", "C", "C", "N", "C", "C", "O", "C", "H", "H", "H", "H", "H", "H", "H", "H", "H", "H", "H", "H", "H", "H", "H", "C", "O", "C", "C", "N", "C", "C", "O", "C", "H", "H", "H", "H", "H", "H", "H", "H", "H", "H", "H", "H", "H", "H", "H", "C", "O", "C", "C", "N", "C", "C", "O", "C", "H", "H", "H", "H", "H", "H", "H", "H", "H", "H", "H", "H", "H", "H", "H"], "coordinates": [[1.5977, 0.1310, 0.5941], [-0.7423, 1.2329, -0.6383], [-1.8016, 1.3190, -1.1503], [0.1165, 0.8481, -1.3602], [-0.4527, 2.3117, -0.2728], [-0.8631, 0.5224, 0.3292], [2.0687, 0.1753, -2.6217], [2.4818, 0.3055, -3.7447], [1.7978, 0.4825, -4.8471], [2.7564, 0.6713, -5.9624], [4.1226, 0.4227, -5.3837], [3.9898, 0.2433, -4.1083], [4.8528, 0.1828, -3.2577], [2.4845, -0.3149, -7.0339], [2.3172, 0.3259, -8.1843], [1.9668, -0.1300, -9.2295], [2.4115, 1.8412, -7.9097], [2.6434, 1.9641, -6.6085], [2.2826, 2.7036, -8.7174], [7.2203, -1.6581, -1.9543], [6.3569, -1.8668, -0.8317], [6.6404, -1.0015, 0.2462], [5.2929, -0.5471, 0.8024], [4.5040, 0.2269, -0.1876], [4.9346, 1.6150, -0.0860], [4.1497, 2.5379, -0.9799], [2.7671, 2.4861, -0.7251], [2.0142, 3.2185, -1.6686], [6.8482, -2.2540, -2.7848], [8.1898, -2.0685, -1.6577], [7.3016, -0.6179, -2.2686], [7.3074, -0.1610, 0.0375], [7.1402, -1.5842, 1.0283], [5.3583, -0.0400, 1.7656], [4.7727, -1.4872, 1.0008], [4.8451, -0.1594, -1.0744], [5.9956, 1.8548, -0.2042], [4.7364, 1.9150, 0.9498], [4.3872, 2.3405, -2.0282], [4.4952, 3.5512, -0.7452], [2.2640, 4.2825, -1.6016], [0.9336, 3.1318, -1.6109], [2.2529, 2.9109, -2.6918], [-0.4047, -5.4383, -3.2497], [0.0095, -4.2371, -2.6036], [-0.5922, -3.0809, -3.1564], [0.0211, -1.9247, -2.3801], [-0.0365, -2.1052, -0.9160], [-1.4033, -2.0344, -0.3765], [-1.9527, -3.4075, 0.0459], [-1.1189, -3.9479, 1.0593], [-1.5250, -5.2714, 1.4240], [0.2079, -6.2559, -2.8764], [-0.2272, -5.4090, -4.3276], [-1.4666, -5.5887, -3.0439], [-1.6797, -3.0345, -3.0183], [-0.3400, -2.9728, -4.2132], [-0.3642, -0.9167, -2.5327], [1.0730, -1.8695, -2.6536], [0.2019, -3.0963, -0.8366], [-2.0819, -1.6267, -1.1339], [-1.5090, -1.2704, 0.4035], [-2.0181, -4.0533, -0.8334], [-2.9608, -3.2119, 0.4254], [-1.7636, -5.8608, 0.5356], [-2.3998, -5.1898, 2.0696], [-0.6999, -5.7877, 1.9108], [-2.7547, 8.4026, -1.8324], [-1.9902, 7.2164, -1.7095], [-2.7537, 6.0342, -1.8367], [-2.1786, 4.9494, -0.9414], [-2.5129, 5.2746, 0.4367], [-1.8716, 4.3572, 1.3770], [-1.8687, 4.9624, 2.7671], [-1.3140, 6.2599, 2.8030], [-1.3104, 6.7776, 4.1076], [-2.0852, 9.2089, -1.5310], [-3.5268, 8.4212, -1.0561], [-3.1441, 8.5662, -2.8374], [-2.7810, 5.6730, -2.8736], [-3.8089, 6.2164, -1.6075], [-1.0876, 4.9626, -1.0791], [-2.5740, 3.9783, -1.2432], [-2.0905, 6.1678, 0.6774], [-0.8772, 4.0354, 1.0432], [-2.5089, 3.4710, 1.4923], [-1.2726, 4.3105, 3.4194], [-2.9201, 5.0005, 3.0735], [-0.9215, 7.7936, 4.1031], [-0.6389, 6.1937, 4.7522], [-2.2764, 6.7784, 4.6230], [3.5279, -2.5463, -1.5083], [2.9260, -2.3172, -0.2535], [2.9315, -3.4426, 0.5774], [2.4387, -3.1355, 1.9835], [1.1548, -2.4378, 1.9794], [0.7664, -2.1858, 3.3691], [-0.5199, -1.4178, 3.4436], [-0.3879, -0.2335, 2.6855], [-1.4226, 0.7026, 2.8758], [2.8834, -3.1528, -2.1574], [4.4847, -3.0584, -1.4035], [3.7382, -1.6486, -2.0850], [3.9109, -3.9051, 0.7394], [2.2811, -4.1638, 0.0665], [3.2340, -2.6183, 2.5216], [2.2616, -4.1049, 2.4651], [0.5002, -3.1072, 1.5669], [1.5668, -1.7049, 3.9366], [0.6602, -3.1133, 3.9493], [-0.6147, -1.0777, 4.4801], [-1.3917, -1.9838, 3.1105], [-2.3578, 0.3311, 2.4301], [-1.2752, 1.6280, 2.3231], [-1.6817, 0.8411, 3.9284], [-4.4104, 0.3185, 0.1595], [-4.7247, -0.9962, 0.5479], [-5.9577, -1.0140, 1.2713], [-6.2129, -2.4159, 1.8000], [-5.7242, -2.6883, 3.1576], [-4.2554, -2.8804, 3.0805], [-3.6952, -2.9941, 4.4895], [-3.7171, -1.7848, 5.2061], [-3.0640, -1.8720, 6.4582], [-3.7848, 0.8469, 0.8832], [-5.3112, 0.9128, -0.0367], [-3.9481, 0.4115, -0.8270], [-6.7876, -0.7310, 0.6153], [-5.9650, -0.3020, 2.1050], [-6.0143, -3.2334, 1.1085], [-7.3064, -2.4324, 1.8980], [-5.8061, -1.8275, 3.6926], [-3.7918, -2.0441, 2.5429], [-4.0651, -3.8094, 2.5413], [-2.7031, -3.4498, 4.3636], [-4.3560, -3.6968, 5.0108], [-2.5251, -0.9551, 6.6914], [-2.3635, -2.7132, 6.4720], [-3.7646, -2.0815, 7.2715]], "atomic_forces_ev_per_a": [[-1.9, -1.6, -2.9], [2.4, 0.7, 1.1], [-0.8, -0.7, -0.4], [0.7, -0.4, -0.9], [0.2, 0.7, 0.4], [-0.2, -0.8, 1.1], [-0.2, 0.1, 0.4], [0.3, -0.4, -0.5], [0.3, 0.2, 0.8], [-0.2, -0.6, -1.9], [-0.3, 0.0, 0.3], [0.0, 0.9, 0.5], [0.1, -0.4, -0.2], [0.4, 0.0, 0.6], [-1.1, 0.3, -0.5], [0.4, -0.4, 0.1], [0.2, -0.5, -0.5], [0.2, 0.6, 1.1], [0.0, 0.2, 0.3], [0.5, -0.9, 0.3], [0.0, 1.1, -0.5], [-0.1, -0.3, 0.9], [-0.5, -1.1, 0.2], [1.2, -0.1, 1.3], [-1.2, 1.0, 0.8], [0.5, 0.7, -0.2], [-0.9, -1.2, 0.9], [0.0, 1.0, -1.4], [-0.2, 0.1, 0.0], [0.2, 0.3, -0.4], [-0.1, 0.0, 0.1], [-0.1, 0.0, -0.6], [0.0, 0.1, 0.1], [0.2, 0.3, -0.2], [-0.1, 0.1, -0.1], [-1.1, 0.1, -0.5], [0.1, -0.6, -0.5], [-0.1, 0.0, 0.0], [-0.3, -0.1, -0.1], [0.0, 0.1, -0.2], [0.0, 0.0, 0.2], [0.1, -0.4, 0.8], [0.2, -0.1, 0.1], [0.1, 0.2, 0.0], [-0.1, -0.3, -0.3], [0.1, 0.7, 0.6], [0.8, 1.0, 0.4], [-0.5, -0.7, -0.2], [-0.4, 0.0, -0.4], [-0.1, 1.4, 0.1], [0.1, -0.5, -0.2], [0.0, 0.2, -0.2], [-0.2, 0.0, 0.3], [-0.1, 0.3, 0.0], [0.0, -0.3, -0.1], [-0.1, -0.5, -0.2], [-0.1, 0.0, -0.1], [-0.3, -0.3, -0.7], [0.0, -0.1, 0.1], [0.7, 0.2, 0.6], [0.0, -0.1, -0.1], [0.3, -0.3, 0.4], [0.2, -0.2, 0.1], [-0.1, -0.2, 0.1], [-0.1, 0.1, 0.0], [0.0, -0.3, 0.1], [0.0, 0.2, 0.3], [0.6, 0.1, 0.9], [-0.2, -0.2, 0.0], [-0.3, -0.4, -0.6], [-0.1, 1.1, -0.1], [0.6, -0.5, 0.7], [-0.6, 0.3, 0.1], [0.1, -0.1, -0.1], [-0.2, 0.0, -0.3], [0.6, 0.0, 0.7], [0.1, 0.1, -0.4], [-0.4, -0.1, -0.4], [-0.1, 0.0, 0.0], [0.3, 0.2, -0.1], [0.1, 0.0, 0.4], [0.0, -0.3, -0.2], [0.0, -0.1, 0.2], [-0.2, 0.3, -0.4], [0.1, 0.1, 0.1], [0.2, -0.2, -0.3], [-0.3, -0.1, 0.2], [0.1, 0.0, 0.4], [-0.1, 0.0, -0.3], [0.0, -0.1, -0.1], [-0.3, 0.0, -0.4], [0.4, -0.8, -1.2], [0.2, 1.4, 0.6], [-0.6, -0.7, 0.0], [0.0, -0.4, -1.0], [1.5, 0.9, 0.9], [-0.2, -0.4, 0.1], [0.2, 0.9, 0.7], [1.1, 0.6, -0.9], [-1.8, -0.2, -0.2], [-0.2, -0.1, 0.3], [-0.1, -0.1, 0.2], [-0.3, 0.4, 0.6], [0.2, 0.1, -0.6], [0.0, -0.4, 0.3], [-0.3, 0.3, 0.2], [0.4, -0.1, 0.1], [-0.5, 0.6, -0.4], [0.1, 0.5, -0.5], [-0.3, -0.2, -0.3], [-0.5, -0.5, 0.2], [0.0, -0.1, 0.0], [0.1, -0.3, 0.0], [0.7, 0.0, 0.3], [0.5, 0.3, 0.1], [-0.4, 1.0, -0.8], [-0.1, 0.5, 0.0], [0.4, -0.9, -0.5], [-2.1, 0.6, 1.0], [1.5, 0.0, -0.9], [-0.7, 0.6, 0.9], [-0.6, -1.0, -0.5], [0.6, 0.5, -0.5], [-0.1, -0.6, 0.3], [0.0, -0.1, 0.1], [-0.2, 0.0, 0.5], [0.5, -0.8, 0.2], [0.1, 0.1, -0.2], [0.2, 0.0, 0.0], [0.5, 0.2, 0.0], [0.0, -0.2, 0.0], [-0.5, -0.1, 0.1], [0.3, -0.1, -0.1], [0.1, 0.0, 0.0], [0.3, 0.3, 0.6], [0.3, -0.3, 0.0], [-0.1, 0.1, -0.2], [0.2, 0.1, -0.1], [-0.2, 0.1, -0.1]], "mulliken_charge": [1.19, 2.51, -0.13, -0.87, -0.46, -0.76, -0.36, 0.46, -0.63, 1.16, -0.61, 0.00, -0.49, -0.50, 0.58, -0.56, 0.60, -0.55, -0.55, -0.87, -0.22, -0.91, -0.06, 0.97, -0.92, -0.62, -0.17, -0.40, 0.24, 0.35, 0.36, 0.40, 0.51, 0.68, -0.60, -0.42, 0.32, 0.41, 0.30, 0.53, 0.45, -0.14, 0.15, -0.91, -0.34, -1.12, 0.04, 0.90, 0.27, -0.80, -0.17, -0.94, 0.27, 0.33, 0.33, 0.33, 0.72, 0.58, -0.63, 0.18, 0.65, -1.04, 0.23, 0.37, 0.34, 0.20, 0.33, -0.79, -0.33, -0.91, 0.16, -0.42, 0.68, -0.86, -0.31, -0.77, 0.25, 0.36, 0.30, 0.47, 0.37, 0.07, 0.14, 0.40, -0.30, -0.27, 0.38, 0.43, 0.27, 0.29, 0.32, -1.07, 0.81, -1.16, -0.94, 0.94, -1.42, 0.15, -0.01, -0.68, 0.24, 0.57, -0.09, 0.47, 0.55, 0.49, 0.48, -0.51, 0.46, 0.39, 0.69, -0.32, -0.06, -0.02, 0.57, -0.74, -0.15, -0.61, -0.89, -0.46, 0.51, -0.76, -0.33, -0.87, 0.19, 0.55, 0.04, 0.57, 0.36, 0.35, 0.40, 0.32, -0.29, 0.06, 0.35, 0.57, 0.25, 0.36, 0.32], "largest_force_ev_per_a": 3.80, "total_energy_ha": -3262.6500, "orbital_gap_ev": 2.59, "charge": 1}